Run one
Below is a 2-piece molecular cluster, C3H10NS overall, with properties calculated with ωB97M-V/def2-TZVPD.

Last column: Löwdin charge in e.
Cartesian coordinates (Å):
C1 -1.952 1.823 -0.230  -0.7639
S1 -3.079 0.611 0.562  -0.0513
H1 -0.973 1.409 -0.536  -0.0313
H2 -2.325 2.106 -1.234  -0.0267
H3 -1.878 2.785 0.269  -0.0261
C2 0.678 -0.653 1.247  -0.1961
N1 0.635 -1.484 0.055  -0.1644
C3 1.619 -1.028 -0.955  -0.1555
H4 1.211 -1.105 2.087  0.0525
H5 1.148 0.335 1.196  0.0638
H6 -0.350 -0.478 1.597  0.0407
H7 -0.297 -1.388 -0.329  0.0727
H8 2.529 -0.648 -0.501  0.0627
H9 1.165 -0.356 -1.710  0.0721
H10 1.867 -1.929 -1.519  0.0509

## Properties
HOMO energy (eV): -2.231
Spin multiplicity: 1
LUMO level (eV): 3.79
Total charge: -1



Run two
Below is a 2-piece molecular cluster, C3H10NS overall, with properties calculated with ωB97M-V/def2-TZVPD.

Last column: Löwdin charge in e.
Cartesian coordinates (Å):
C1 -2.870 -0.717 -0.317  -0.6954
S1 -1.129 -1.396 -0.136  0.0497
H1 -2.795 0.204 -0.908  -0.0350
H2 -3.516 -1.418 -0.913  -0.0193
H3 -3.349 -0.573 0.695  -0.0109
C2 2.494 1.968 -0.377  -0.1724
C3 1.569 0.813 -0.162  -0.4764
N1 1.184 0.555 1.187  -0.0824
H4 1.956 2.916 -0.075  0.0627
H5 3.300 2.053 0.446  0.0715
H6 3.010 2.051 -1.402  0.0760
H7 0.589 0.883 -0.702  0.0666
H8 2.090 -0.167 -0.589  0.1294
H9 0.141 0.577 1.367  0.0374
H10 1.194 -0.458 1.087  -0.0015

## Properties
HOMO energy (eV): -2.469
Spin multiplicity: 1
LUMO level (eV): 4.01
Total charge: -1



Run three
Below is a 2-piece molecular cluster, C3H10NS overall, with properties calculated with ωB97M-V/def2-TZVPD.

Last column: Löwdin charge in e.
Cartesian coordinates (Å):
C1 -1.030 1.191 1.058  -0.1075
C2 -0.129 0.228 0.293  -0.5762
C3 -0.778 -1.142 0.166  -0.1142
N1 0.103 0.754 -1.061  -0.0227
H1 -1.297 0.786 2.038  0.0628
H2 -0.540 2.162 1.200  0.0621
H3 -1.944 1.375 0.481  0.0682
H4 0.823 0.118 0.830  0.0955
H5 -0.087 -1.808 -0.348  0.0182
H6 -1.016 -1.558 1.152  0.0661
H7 -1.706 -1.078 -0.414  0.0695
H8 0.488 1.692 -1.010  0.0475
H9 0.881 0.199 -1.483  -0.0712
S1 2.633 -1.271 -1.025  -0.1369
H10 3.600 -1.649 -1.878  -0.4612

## Properties
HOMO energy (eV): -2.839
Spin multiplicity: 1
LUMO level (eV): 3.91
Total charge: -1



Run four
Below is a 2-piece molecular cluster, C3H10NS overall, with properties calculated with ωB97M-V/def2-TZVPD.

Last column: Löwdin charge in e.
Cartesian coordinates (Å):
C1 -0.642 3.008 1.308  -0.7458
S1 0.179 1.522 0.641  0.0687
H1 0.099 3.655 1.784  -0.0285
H2 -1.083 3.570 0.492  -0.0323
H3 -1.406 2.833 2.059  -0.0232
C2 0.977 -2.968 -1.030  -0.1337
C3 0.191 -1.692 -1.314  -0.3731
N1 -0.915 -1.543 -0.345  -0.0590
H4 1.945 -2.933 -1.557  0.0587
H5 1.175 -3.051 0.038  0.0635
H6 0.459 -3.810 -1.469  0.0496
H7 0.798 -0.781 -1.316  0.0714
H8 -0.279 -1.820 -2.296  0.0915
H9 -0.590 -0.958 0.430  -0.0438
H10 -1.564 -0.881 -0.771  0.0359

## Properties
HOMO energy (eV): -2.354
Spin multiplicity: 1
LUMO level (eV): 4.08
Total charge: -1



Most stable structure: run three



Run one
Below is a 2-piece molecular cluster, C3H10NS overall, with properties calculated with ωB97M-V/def2-TZVPD.

Last column: Löwdin charge in e.
Cartesian coordinates (Å):
C1 -2.434 -1.967 1.622  -0.7636
S1 -1.498 -0.776 2.667  -0.0488
H1 -3.022 -2.808 2.005  -0.0188
H2 -1.645 -2.344 0.961  -0.0456
H3 -3.133 -1.458 0.935  -0.0272
C2 0.980 1.677 -1.771  -0.1941
N1 1.632 0.535 -1.190  -0.1959
C3 1.352 0.350 0.256  -0.1562
H4 -0.038 1.894 -1.431  0.0741
H5 0.941 1.631 -2.861  0.0611
H6 1.631 2.557 -1.633  0.0706
H7 1.134 -0.289 -1.523  0.0816
H8 1.722 -0.620 0.574  0.0673
H9 2.036 1.035 0.788  0.0667
H10 0.342 0.584 0.601  0.0290

## Properties
HOMO energy (eV): -2.099
Spin multiplicity: 1
LUMO level (eV): 3.67
Total charge: -1



Run two
Below is a 2-piece molecular cluster, C3H10NS overall, with properties calculated with ωB97M-V/def2-TZVPD.

Last column: Löwdin charge in e.
Cartesian coordinates (Å):
S1 -1.176 1.876 -1.205  -0.0250
H1 -1.759 2.851 -1.916  -0.4496
C1 0.973 0.532 1.000  -0.1696
N1 0.461 -0.741 0.482  -0.3278
C2 -0.982 -0.850 0.740  -0.1663
C3 0.735 -0.861 -0.949  -0.1793
H2 0.763 0.578 2.074  0.0676
H3 0.512 1.413 0.523  -0.0258
H4 2.051 0.567 0.835  0.0659
H5 -1.335 -1.819 0.371  0.0678
H6 -1.145 -0.801 1.817  0.0651
H7 -1.549 -0.051 0.232  -0.0305
H8 0.387 -1.836 -1.307  0.0665
H9 1.811 -0.780 -1.123  0.0654
H10 0.250 -0.079 -1.574  -0.0244

## Properties
HOMO energy (eV): -2.764
Spin multiplicity: 1
LUMO level (eV): 4.19
Total charge: -1



Most stable structure: run two



Run one
Below is a 2-piece molecular cluster, CH5O2P overall, with properties calculated with ωB97M-V/def2-TZVPD.

Last column: Löwdin charge in e.
Cartesian coordinates (Å):
C1 -1.061 0.606 0.149  -0.4920
O1 1.005 0.652 -2.569  -0.1388
O2 0.804 -0.695 -2.325  -0.2089
P1 -0.435 -1.118 0.147  0.7768
H1 -1.701 0.619 -0.747  0.0044
H2 -0.269 1.290 -0.112  -0.0057
H3 -1.571 0.844 1.209  0.0788
H4 0.209 0.983 -3.188  0.1587
H5 0.824 -0.725 0.503  -0.1732

## Properties
HOMO energy (spin up / spin down) (eV): -10.127 / -8.226
Spin multiplicity: 1
LUMO level (spin up / spin down) (eV): -0.69 / -1.06
Total charge: 0



Run two
Below is CH5O2P as an isolated structure, with properties calculated with ωB97M-V/def2-TZVPD.

Last column: Löwdin charge in e.
Cartesian coordinates (Å):
C1 -0.137 -0.337 0.013  -0.8387
O1 1.114 -0.829 0.543  -0.1066
O2 -0.756 0.276 1.005  -0.0939
P1 0.099 0.825 -1.477  0.8134
H1 -0.975 -1.354 -0.449  0.1673
H2 1.180 -1.775 0.263  0.0984
H3 -0.961 -0.146 1.859  0.1255
H4 1.248 1.485 -0.808  -0.0765
H5 -0.812 1.854 -0.948  -0.0887

## Properties
HOMO energy (eV): -9.739
Spin multiplicity: 1
LUMO level (eV): 0.70
Total charge: 0



Most stable structure: run two



Run one
Below is C11H11NO2 in the gas phase, with properties calculated with ωB97M-V/def2-TZVPD.

Last column: Löwdin charge in e.
Cartesian coordinates (Å):
C1 -3.090 1.649 -0.065  -0.1525
O1 -3.092 0.286 -0.199  -0.0622
C2 -1.812 -0.184 -0.162  -0.2056
C3 -0.645 0.609 -0.186  0.0345
C4 0.715 0.023 -0.204  -0.0757
C5 1.955 0.751 0.021  -0.2308
C6 2.161 2.249 0.322  -0.0426
N1 3.176 0.040 -0.048  0.0644
C7 3.225 -1.325 -0.230  -0.1317
C8 2.094 -2.159 -0.163  -0.0301
C9 0.877 -1.446 0.004  -0.1528
C10 -0.334 -2.238 0.232  0.0399
C11 -1.576 -1.639 -0.031  -0.2001
O2 -2.696 -2.417 0.240  0.0555
H1 -2.311 2.090 0.758  0.1427
H2 -4.102 1.888 0.165  0.0786
H3 -2.852 2.359 -0.962  0.1290
H4 -0.902 1.730 -0.334  0.1116
H5 1.967 2.936 -0.629  0.1207
H6 3.169 2.351 0.623  0.0448
H7 1.380 2.421 1.068  0.0672
H8 4.206 -1.676 -0.311  0.0754
H9 2.095 -3.243 -0.214  0.1043
H10 -0.304 -3.356 0.256  0.1356
H11 -3.305 -1.698 0.050  0.0801

## Properties
HOMO energy (eV): -8.203
Spin multiplicity: 1
LUMO level (eV): 0.24
Total charge: 0
SMILES string: COc1cc2c(C)nccc2cc1O



Run two
Below is C11H11NO2 in the gas phase, with properties calculated with ωB97M-V/def2-TZVPD.

Last column: Löwdin charge in e.
Cartesian coordinates (Å):
C1 -1.682 2.631 -1.925  -0.0272
N1 -0.881 1.434 -1.641  -0.1595
C2 -0.985 0.242 -2.396  -0.0510
C3 -0.909 -0.914 -1.655  0.0046
C4 -0.801 -0.451 -0.199  -0.2991
C5 -2.090 -0.995 0.461  -0.2224
O1 -3.130 -0.440 0.621  0.0951
C6 0.511 -0.689 0.657  -0.1218
C7 0.462 -0.939 2.011  -0.0393
C8 1.616 -0.941 2.823  -0.0620
C9 2.861 -0.806 2.250  -0.1230
C10 2.965 -0.577 0.922  -0.0852
C11 1.814 -0.579 0.078  0.0030
O2 -0.958 1.040 -0.268  -0.0432
H1 -1.269 2.938 -2.829  0.0651
H2 -2.789 2.591 -1.831  0.1051
H3 -1.271 3.255 -1.144  0.0863
H4 -1.218 0.389 -3.417  0.1105
H5 -0.787 -1.902 -2.104  0.1127
H6 -2.057 -2.019 0.834  0.1275
H7 -0.557 -0.933 2.451  0.1206
H8 1.491 -0.909 3.880  0.0955
H9 3.706 -0.688 2.856  0.0890
H10 4.022 -0.451 0.479  0.1327
H11 1.937 -0.286 -0.916  0.0858

## Properties
HOMO energy (eV): -7.979
Spin multiplicity: 1
LUMO level (eV): 0.85
Total charge: 0
SMILES string: CN1C=C[C@@](C=O)(c2ccccc2)O1



Most stable structure: run one